[1]
{
  "formula": "C50H58N3",
  "method": "wB97M-V/def2-TZVPD",
  "charge": 1,
  "orbital_gap_ev": 5.880,
  "e_lumo_ev": -4.26,
  "relative_energy_ev": 9.4689,
  "species": ["C", "C", "C", "C", "C", "C", "C", "C", "C", "C", "C", "C", "C", "C", "C", "C", "C", "C", "N", "N", "C", "C", "N", "H", "H", "H", "H", "H", "H", "H", "H", "H", "H", "H", "H", "H", "H", "H", "H", "H", "H", "H", "H", "H", "H", "H", "H", "H", "H", "H", "H", "C", "C", "C", "C", "C", "C", "H", "H", "H", "H", "H", "H", "C", "C", "C", "C", "C", "C", "H", "H", "H", "H", "H", "H", "C", "C", "C", "C", "C", "C", "H", "H", "H", "H", "H", "H", "C", "C", "C", "C", "C", "C", "H", "H", "H", "H", "H", "H", "C", "C", "C", "C", "C", "C", "H", "H", "H", "H", "H", "H"],
  "positions_angstrom": [[9.603, -2.635, 3.328], [8.371, -2.541, 2.277], [7.374, -1.302, 2.572], [6.340, -1.270, 1.318], [5.152, -2.292, 1.422], [4.076, -2.316, 0.268], [2.865, -3.347, 0.397], [1.628, -3.064, -0.585], [0.738, -1.797, -0.190], [-0.701, -1.690, -0.810], [-1.611, -0.460, -0.505], [-1.106, 0.686, 0.441], [0.295, 0.610, 1.096], [1.180, -0.652, 0.758], [4.307, -1.315, -0.902], [5.537, -0.334, -0.918], [5.617, 0.662, -2.160], [6.765, 0.318, -3.228], [7.147, -0.881, -3.609], [6.501, -0.355, 0.189], [7.640, 0.605, 0.088], [7.195, 2.164, 0.342], [7.975, 2.824, 1.426], [10.501, -3.154, 2.819], [9.295, -3.333, 4.196], [9.887, -1.603, 3.746], [8.729, -2.564, 1.181], [7.776, -3.527, 2.418], [6.754, -1.587, 3.501], [7.902, -0.304, 2.735], [5.039, -3.025, 2.305], [2.490, -3.411, 1.491], [3.293, -4.394, 0.144], [2.044, -2.903, -1.651], [0.950, -3.998, -0.591], [-1.100, -2.521, -1.506], [-2.635, -0.432, -1.017], [-1.803, 1.574, 0.652], [0.729, 1.416, 1.798], [2.209, -0.674, 1.272], [3.539, -1.280, -1.741], [5.722, 1.773, -1.869], [4.612, 0.599, -2.734], [7.278, 1.224, -3.733], [6.574, -1.563, -3.081], [8.148, 0.603, -0.953], [8.485, 0.410, 0.838], [7.428, 2.755, -0.629], [6.048, 2.259, 0.478], [8.924, 2.422, 1.491], [7.480, 2.795, 2.327], [-1.355, -5.135, -3.447], [-1.960, -5.903, -2.457], [-2.932, -6.838, -2.798], [-3.292, -7.012, -4.131], [-2.684, -6.247, -5.122], [-1.719, -5.305, -4.780], [-0.599, -4.403, -3.180], [-1.674, -5.772, -1.418], [-3.408, -7.432, -2.025], [-4.046, -7.745, -4.398], [-2.964, -6.384, -6.161], [-1.249, -4.704, -5.551], [5.884, -1.700, -8.995], [4.824, -2.519, -8.619], [4.614, -2.812, -7.275], [5.458, -2.278, -6.306], [6.516, -1.455, -6.682], [6.732, -1.170, -8.027], [6.050, -1.474, -10.043], [4.162, -2.930, -9.374], [3.791, -3.456, -6.982], [5.291, -2.503, -5.257], [7.172, -1.038, -5.927], [7.560, -0.533, -8.320], [-5.903, 3.438, 0.275], [-6.415, 3.871, 1.495], [-6.230, 3.102, 2.640], [-5.524, 1.904, 2.567], [-5.009, 1.474, 1.348], [-5.202, 2.238, 0.201], [-6.051, 4.036, -0.618], [-6.959, 4.808, 1.553], [-6.635, 3.436, 3.590], [-5.375, 1.307, 3.461], [-4.457, 0.540, 1.292], [-4.805, 1.899, -0.750], [-6.299, 6.472, 4.599], [-7.060, 7.245, 3.726], [-8.222, 7.863, 4.176], [-8.619, 7.717, 5.502], [-7.857, 6.947, 6.376], [-6.699, 6.322, 5.924], [-5.394, 5.988, 4.247], [-6.746, 7.364, 2.694], [-8.819, 8.460, 3.494], [-9.523, 8.203, 5.854], [-8.166, 6.835, 7.410], [-6.108, 5.718, 6.604], [-10.077, 2.577, 4.206], [-9.671, 1.933, 3.041], [-10.532, 1.051, 2.397], [-11.804, 0.820, 2.912], [-12.212, 1.467, 4.075], [-11.347, 2.342, 4.725], [-9.403, 3.263, 4.710], [-8.681, 2.119, 2.636], [-10.213, 0.544, 1.492], [-12.478, 0.135, 2.407], [-13.204, 1.287, 4.476], [-11.663, 2.842, 5.634]],
  "lowdin_charge": [-0.117, -0.247, -0.141, -0.063, 0.077, -0.109, -0.166, -0.182, -0.175, -0.022, -0.053, -0.069, -0.059, -0.042, 0.079, -0.077, -0.110, -0.199, 0.094, -0.001, -0.117, -0.242, -0.022, 0.087, 0.085, 0.079, 0.116, 0.114, 0.132, 0.105, 0.133, 0.140, 0.140, 0.115, 0.125, 0.090, 0.091, 0.088, 0.095, 0.078, 0.113, 0.113, 0.138, 0.133, 0.051, 0.135, 0.120, 0.116, 0.132, 0.075, 0.075, -0.113, -0.104, -0.093, -0.088, -0.090, -0.096, 0.079, 0.094, 0.103, 0.104, 0.104, 0.100, -0.091, -0.094, -0.100, -0.110, -0.109, -0.091, 0.103, 0.103, 0.098, 0.080, 0.062, 0.101, -0.089, -0.089, -0.114, -0.091, -0.107, -0.103, 0.102, 0.098, 0.097, 0.104, 0.092, 0.095, -0.109, -0.104, -0.093, -0.094, -0.096, -0.099, 0.098, 0.098, 0.102, 0.102, 0.101, 0.099, -0.093, -0.090, -0.094, -0.098, -0.098, -0.097, 0.096, 0.076, 0.100, 0.100, 0.100, 0.100]
}

=====

[2]
{
  "formula": "C50H59FN6O2Sn",
  "method": "wB97M-V/def2-TZVPD",
  "charge": 2,
  "orbital_gap_ev": 6.346,
  "e_lumo_ev": -6.52,
  "relative_energy_ev": 0.0474,
  "species": ["Sn", "C", "C", "C", "C", "C", "C", "C", "N", "C", "C", "C", "C", "C", "C", "O", "C", "C", "C", "C", "C", "C", "C", "C", "C", "O", "C", "C", "C", "C", "C", "C", "H", "H", "H", "H", "H", "H", "H", "H", "H", "H", "H", "H", "H", "H", "H", "H", "H", "H", "H", "H", "H", "H", "H", "H", "H", "H", "H", "H", "H", "H", "H", "H", "H", "H", "H", "H", "H", "H", "H", "H", "C", "N", "C", "C", "N", "C", "C", "C", "C", "C", "C", "N", "C", "N", "C", "C", "C", "C", "C", "C", "N", "H", "H", "H", "H", "H", "H", "H", "H", "H", "H", "H", "H", "H", "H", "H", "F", "C", "C", "C", "C", "C", "C", "H", "H", "H", "H"],
  "positions_angstrom": [[-0.651, 1.979, -1.106], [-2.721, -4.015, 3.517], [-2.880, -4.354, 2.030], [-1.834, -5.398, 1.613], [-4.276, -4.955, 1.813], [-2.631, -3.119, 1.166], [-1.656, -2.235, 1.436], [-1.382, -1.124, 0.540], [-0.356, -0.347, 0.577], [0.736, -0.654, 1.421], [1.291, -1.941, 1.473], [2.367, -2.211, 2.301], [2.788, -1.188, 3.147], [2.236, 0.087, 3.195], [1.291, 0.376, 2.195], [0.767, 1.638, 1.963], [2.657, 0.991, 4.383], [1.466, 1.806, 4.917], [3.848, 1.912, 4.039], [3.105, 0.111, 5.568], [3.027, -3.582, 2.430], [4.545, -3.471, 2.222], [2.477, -4.581, 1.417], [2.745, -4.116, 3.845], [-2.412, -0.811, -0.528], [-2.353, 0.271, -1.120], [-3.416, -1.837, -0.831], [-3.434, -2.929, -0.037], [-4.407, -1.683, -1.985], [-3.622, -1.681, -3.301], [-5.414, -2.834, -2.028], [-5.216, -0.380, -1.838], [-2.944, -4.895, 4.120], [-1.707, -3.699, 3.763], [-3.412, -3.222, 3.807], [-1.999, -6.332, 2.153], [-1.894, -5.608, 0.542], [-0.831, -5.041, 1.834], [-4.446, -5.732, 2.557], [-5.062, -4.205, 1.932], [-4.378, -5.425, 0.834], [-1.061, -2.321, 2.333], [0.916, -2.688, 0.785], [3.598, -1.409, 3.826], [0.943, 2.371, 4.157], [0.744, 1.140, 5.395], [1.826, 2.510, 5.668], [3.529, 2.879, 3.656], [4.435, 2.094, 4.941], [4.512, 1.445, 3.310], [2.422, -0.722, 5.741], [4.119, -0.274, 5.445], [3.110, 0.728, 6.467], [4.773, -3.075, 1.230], [5.017, -2.831, 2.967], [4.993, -4.462, 2.306], [2.612, -4.228, 0.392], [3.004, -5.529, 1.517], [1.420, -4.773, 1.594], [3.198, -3.486, 4.611], [1.671, -4.169, 4.035], [3.160, -5.120, 3.953], [-4.144, -3.706, -0.270], [-3.088, -2.627, -3.431], [-4.309, -1.561, -4.142], [-2.912, -0.864, -3.317], [-4.934, -3.796, -2.222], [-5.986, -2.903, -1.101], [-6.121, -2.650, -2.837], [-4.583, 0.501, -1.841], [-5.911, -0.295, -2.676], [-5.797, -0.397, -0.914], [2.376, 1.684, -2.911], [1.469, 0.805, -2.138], [0.937, -0.265, -2.990], [-0.188, 0.312, -3.783], [-0.958, 1.235, -3.271], [-1.959, 1.493, -4.206], [-3.059, 2.344, -4.149], [-3.888, 2.373, -5.250], [-3.633, 1.578, -6.380], [-2.554, 0.719, -6.439], [-1.727, 0.688, -5.324], [-0.584, -0.046, -5.018], [1.936, 3.110, -2.858], [0.785, 3.476, -2.371], [0.726, 4.865, -2.498], [-0.275, 5.766, -2.141], [-0.031, 7.104, -2.371], [1.169, 7.540, -2.955], [2.160, 6.655, -3.328], [1.912, 5.309, -3.085], [2.665, 4.157, -3.297], [2.377, 1.364, -3.957], [3.404, 1.607, -2.555], [1.967, 0.391, -1.358], [0.550, -1.062, -2.350], [1.694, -0.705, -3.644], [-3.251, 2.941, -3.266], [-4.755, 3.019, -5.253], [-4.299, 1.645, -7.229], [-2.377, 0.096, -7.306], [-0.168, -0.756, -5.600], [-1.202, 5.424, -1.699], [-0.781, 7.836, -2.106], [1.320, 8.598, -3.116], [3.080, 6.996, -3.785], [3.584, 4.126, -3.707], [4.391, 5.648, 1.106], [3.501, 4.665, 1.303], [3.806, 3.394, 0.856], [2.894, 2.372, 1.068], [1.704, 2.635, 1.732], [1.390, 3.925, 2.129], [2.300, 4.950, 1.924], [4.758, 3.205, 0.378], [3.128, 1.360, 0.763], [0.447, 4.120, 2.624], [2.093, 5.958, 2.258]],
  "lowdin_charge": [1.449, -0.035, -0.546, -0.023, -0.048, -0.117, 0.041, -0.153, 0.130, -0.183, 0.024, -0.144, 0.030, -0.057, -0.155, -0.040, -0.489, -0.023, -0.020, -0.061, -0.553, -0.035, -0.055, -0.028, -0.213, -0.142, -0.067, 0.089, -0.532, -0.024, -0.053, -0.024, 0.095, 0.075, 0.100, 0.101, 0.096, 0.064, 0.095, 0.099, 0.085, 0.120, 0.115, 0.105, 0.056, 0.099, 0.100, 0.068, 0.094, 0.093, 0.095, 0.088, 0.095, 0.091, 0.082, 0.093, 0.089, 0.096, 0.063, 0.083, 0.088, 0.095, 0.094, 0.097, 0.099, 0.053, 0.094, 0.098, 0.098, 0.064, 0.094, 0.099, -0.084, -0.084, -0.111, -0.311, 0.017, -0.221, -0.004, -0.051, -0.051, 0.007, -0.178, 0.207, -0.315, 0.003, -0.220, -0.015, -0.062, -0.057, 0.004, -0.169, 0.193, 0.138, 0.142, 0.113, 0.136, 0.139, 0.116, 0.117, 0.118, 0.123, 0.182, 0.105, 0.114, 0.116, 0.121, 0.178, 0.083, -0.281, 0.001, -0.037, -0.308, 0.000, 0.024, 0.128, 0.123, 0.133, 0.133]
}